Entry 1:
19
Properties=species:S:1:pos:R:3:nbo_charge:R:1 method="wB97M-V/def2-TZVPD" de_lowest_kcal_mol=45.60 orbital_gap_ev=8.53 charge=-1
I 0.217 -0.669 0.359 -0.915
O -1.782 2.410 -0.585 -0.926
O 2.834 -0.726 2.772 -1.002
O 0.837 -2.974 -2.404 -0.967
O 0.702 1.474 -2.804 -0.961
O 0.918 2.206 2.662 -0.921
O -3.357 -1.589 0.808 -0.995
H 2.204 -0.726 1.993 0.508
H 1.809 -2.794 -2.603 0.454
H -3.847 -1.443 -0.004 0.465
H 0.448 1.236 -1.919 0.487
H 0.689 -2.114 -1.875 0.494
H -2.579 2.267 -0.812 0.440
H 1.111 1.514 2.211 0.458
H -1.310 1.607 -0.670 0.477
H -0.021 2.209 2.603 0.460
H -2.388 -1.323 0.773 0.511
H 0.174 0.906 -3.463 0.466
H 3.339 -1.477 2.956 0.466


Entry 2:
65
Properties=species:S:1:pos:R:3:nbo_charge:R:1 method="wB97M-V/def2-TZVPD" de_lowest_kcal_mol=17.08 orbital_gap_ev=6.48 charge=+2
In -0.298 -0.261 0.140 1.380
Br 4.743 -5.627 -1.708 0.108
S -1.179 -0.663 -2.481 0.351
S -2.458 2.001 0.854 0.249
S 0.286 2.219 -1.172 0.332
S -2.825 -1.368 0.667 0.338
O 1.964 -0.053 -1.852 -0.753
O -0.064 -2.331 -0.197 -0.875
N 1.806 -0.554 1.016 -0.605
N -0.189 0.462 2.437 -0.537
C 2.620 2.297 3.964 -0.163
C -4.196 -0.197 1.045 -0.540
C 1.049 0.928 2.692 0.212
C -3.218 -1.927 -1.021 -0.541
C -2.324 3.167 -0.551 -0.520
C 2.628 -0.899 -2.794 -0.257
C -0.087 1.892 -2.930 -0.539
C 0.232 2.127 4.620 -0.063
C 3.634 1.892 3.136 -0.177
C 1.310 1.813 3.771 -0.100
C 2.134 0.448 1.911 0.088
C 3.246 -4.560 -1.216 -0.120
C -4.098 1.242 0.553 -0.526
C 1.019 -2.960 -0.538 0.488
C 0.913 -4.036 -1.449 -0.290
C -1.166 0.744 3.266 0.104
C -1.268 0.993 -3.264 -0.531
C -0.875 3.568 -0.750 -0.539
C 2.316 -2.676 -0.010 -0.269
C 3.399 -3.525 -0.326 -0.168
C 2.596 -1.556 0.809 0.233
C 3.402 0.948 2.128 -0.193
C 1.992 -4.806 -1.794 -0.154
C -0.994 1.554 4.392 -0.259
C -2.960 -0.926 -2.134 -0.523
H -0.060 -4.243 -1.868 0.225
H 4.226 0.605 1.518 0.229
H -1.832 1.740 5.044 0.251
H -0.793 4.319 -1.537 0.260
H -3.402 0.041 -1.900 0.214
H -2.131 0.314 3.042 0.198
H -3.405 -1.312 -3.054 0.260
H -4.245 -0.212 2.134 0.246
H -4.825 1.833 1.111 0.257
H -2.907 4.057 -0.309 0.256
H 0.393 2.805 5.443 0.244
H -5.117 -0.648 0.672 0.262
H 4.371 -3.320 0.103 0.236
H -2.226 1.440 -3.008 0.221
H -0.471 3.990 0.172 0.253
H 1.906 -1.160 -3.566 0.190
H -4.271 -2.219 -1.032 0.260
H 0.830 1.437 -3.300 0.269
H 2.648 0.393 -1.341 0.486
H 2.808 2.965 4.788 0.240
H 4.631 2.274 3.278 0.245
H -2.599 -2.814 -1.155 0.269
H -0.215 2.861 -3.414 0.258
H 2.970 -1.816 -2.310 0.192
H -4.321 1.337 -0.509 0.221
H 1.885 -5.609 -2.507 0.248
H -1.241 0.828 -4.342 0.262
H -2.743 2.696 -1.439 0.212
H 3.566 -1.566 1.317 0.203
H 3.481 -0.388 -3.246 0.193


Entry 3:
55
Properties=species:S:1:pos:R:3:nbo_charge:R:1 method="wB97M-V/def2-TZVPD" de_lowest_kcal_mol=421.74 orbital_gap_ev=7.45 charge=0
S -0.167 -0.179 -2.720 0.281
O 3.243 -0.642 -3.408 -0.677
O -6.315 -0.260 -0.318 -0.697
O -2.564 -1.204 -2.818 -0.510
N -4.527 -0.870 -1.693 -0.447
N -2.395 1.270 1.204 -0.502
N -0.316 0.983 0.029 -0.584
N 2.758 -1.663 -1.257 -0.444
N -4.338 0.217 0.259 -0.396
C -2.370 0.141 -1.014 -0.359
C -0.383 3.622 1.518 -0.366
C -1.049 1.626 1.012 0.531
C -0.937 0.265 -0.826 0.348
C -4.951 0.956 1.528 -0.334
C 2.635 -0.655 0.901 -0.404
C 0.496 4.398 2.684 -0.576
C 4.533 -2.807 -0.468 -0.321
C -2.972 0.610 0.146 0.473
C -3.110 -0.555 -1.998 0.680
C 3.692 -2.669 -1.598 -0.291
C 1.907 -1.651 -0.042 -0.218
C -5.342 -1.422 -2.457 -0.408
C 2.590 -0.493 -2.151 0.643
C -5.040 -0.310 -0.677 0.755
C 3.916 -1.315 1.584 -0.377
C 4.845 -1.847 0.342 -0.480
C 1.414 0.441 -2.112 -0.748
C -0.358 2.211 2.024 -0.481
H 5.548 -3.670 -0.604 0.250
H 1.828 -0.665 1.763 0.187
H -0.720 1.979 2.950 0.248
H 5.965 -1.890 1.020 0.222
H -4.882 1.856 1.586 0.156
H 0.668 1.757 2.040 0.239
H -1.250 4.051 1.426 0.204
H 4.399 -2.439 -2.427 0.279
H 1.879 -2.702 0.100 0.226
H 1.344 0.945 -0.951 0.287
H 5.122 -0.779 -0.082 0.228
H 4.001 -3.855 0.468 0.099
H 2.842 0.322 0.629 0.211
H -5.979 0.454 1.561 0.270
H 1.420 4.106 2.741 0.190
H 4.162 -0.550 2.274 0.214
H -4.644 -1.844 -3.337 0.220
H -4.523 0.272 2.548 0.199
H 0.095 3.762 0.521 0.219
H 3.093 -3.594 -1.746 0.213
H 1.644 1.236 -2.966 0.281
H 0.001 4.401 3.727 0.206
H 0.847 -1.243 -0.178 0.214
H 0.491 5.472 2.448 0.207
H 3.746 -2.259 2.007 0.198
H -6.097 -0.958 -2.935 0.218
H -5.895 -2.364 -2.255 0.224


Entry 4:
37
Properties=species:S:1:pos:R:3:nbo_charge:R:1 method="wB97M-V/def2-TZVPD" de_lowest_kcal_mol=114.27 orbital_gap_ev=10.46 charge=+1
O 0.986 1.957 -1.625 -0.899
O -0.542 0.811 -0.048 -0.896
O 2.584 0.110 -3.197 -0.974
O 2.492 -3.401 0.523 -0.965
O -2.158 2.671 -0.843 -0.977
O -2.506 0.790 -2.697 -0.983
O 1.187 3.652 1.075 -0.988
O -1.675 -1.304 2.563 -0.926
O 1.151 0.706 1.931 -0.936
O 0.387 -1.476 3.545 -0.968
O -3.788 -1.507 -1.342 -0.962
O 0.788 -1.490 0.378 -0.984
H 2.568 -4.363 0.418 0.493
H 1.062 -0.263 2.257 0.517
H -3.214 0.229 -2.970 0.531
H -0.177 0.613 0.988 0.533
H 3.360 -3.049 0.355 0.490
H -1.070 1.540 0.204 0.525
H -1.829 -2.263 2.412 0.469
H 1.515 1.650 -2.331 0.534
H 0.026 -1.776 4.516 0.519
H 1.692 0.657 1.172 0.485
H -4.175 -1.958 -0.509 0.495
H -2.898 2.083 -0.443 0.492
H 1.145 2.894 -1.483 0.548
H 0.342 1.202 -0.823 0.540
H 1.640 -0.247 -3.650 0.476
H 3.216 -0.350 -3.873 0.505
H -3.222 -2.030 -1.808 0.467
H 1.299 -1.383 3.802 0.460
H 1.083 -2.363 -0.028 0.510
H 1.479 2.933 1.623 0.485
H -1.672 0.792 -2.856 0.467
H 1.197 4.546 1.585 0.503
H -1.169 -1.056 1.700 0.460
H -1.894 2.272 -1.738 0.493
H 0.790 -1.830 1.215 0.461


Entry 5:
14
Properties=species:S:1:pos:R:3:nbo_charge:R:1 method="wB97M-V/def2-TZVPD" de_lowest_kcal_mol=13.05 orbital_gap_ev=8.50 smiles="CCN[PH2]=P" charge=0
P 0.455 -1.488 -0.861 0.869
P 0.090 -3.444 -0.445 -0.391
N -0.503 -0.338 -0.068 -0.954
C 0.051 0.707 0.785 -0.213
C -0.248 2.123 0.143 -0.641
H 1.669 -0.793 -0.863 -0.073
H 1.111 0.423 0.786 0.190
H -1.157 2.635 0.689 0.216
H 0.236 -1.324 -2.301 -0.031
H -0.162 -3.310 0.913 -0.007
H -0.356 1.874 -0.945 0.226
H -0.357 0.587 1.759 0.195
H -1.420 -0.544 0.145 0.399
H 0.592 2.893 0.262 0.216


Entry 6:
19
Properties=species:S:1:pos:R:3:nbo_charge:R:1 method="wB97M-V/def2-TZVPD" de_lowest_kcal_mol=38.31 orbital_gap_ev=10.25 smiles=CC#CCCCC charge=0
C -0.228 0.096 -0.986 -0.469
C -0.960 -3.800 -1.054 -0.675
C -0.102 -1.335 -1.207 -0.013
C -0.276 -2.524 -1.227 -0.015
C 0.884 2.630 1.763 -0.602
C 0.183 2.079 0.527 -0.392
C 0.591 0.648 0.196 -0.380
H 1.970 2.641 1.620 0.202
H 0.559 3.650 1.989 0.210
H -0.508 -4.384 -0.253 0.230
H 1.673 0.608 -0.009 0.203
H -0.903 2.095 0.680 0.193
H 0.386 2.722 -0.339 0.194
H 0.670 2.008 2.640 0.202
H -0.078 0.706 -1.884 0.224
H -1.986 -3.547 -0.763 0.227
H 0.434 0.007 1.072 0.202
H -0.999 -4.407 -1.959 0.229
H -1.311 0.105 -0.806 0.229


no.,E_HOMO (eV)
1,-5.4
2,-12.8
3,-8.6
4,-13.4
5,-7.6
6,-9.2